Molecular formula: C6H12N2O
Method: DFT, wB97M-V/def2-TZVPD

Summary:
Gap between HOMO and LUMO (hartree): 0.33451
E (Eh): -420.41221
Structure (SMILES): C=C(N)/C(C)=C(\C)NO
LUMO energy (eV): 0.9

XYZ file:
```
21
C6H12N2O wB97M-V/def2-TZVPD
H -1.711 0.458 -1.599
O -1.821 -1.412 2.288
C -1.918 0.138 -0.576
H -2.722 -0.602 -0.621
H 0.986 2.997 -0.937
N 0.818 2.220 -0.306
C -0.722 -0.490 0.046
H 2.159 -1.635 0.575
H -0.417 -2.403 1.327
H 1.309 -1.051 2.026
C 0.894 0.970 -0.868
H -2.761 -1.510 2.070
N -1.178 -1.772 1.073
H 2.438 0.022 1.129
H 1.822 1.452 -2.710
H 0.037 2.354 0.326
H 1.420 -0.334 -2.444
H -2.273 0.989 0.011
C 1.411 0.681 -2.063
C 0.546 -0.305 0.212
C 1.683 -0.765 1.038
```


Molecular formula: C4H10NO2S
Method: DFT, wB97M-V/def2-TZVPD

Summary:
Gap between HOMO and LUMO (hartree): 0.20959
E (Eh): -761.87511
Total charge: -1
LUMO energy (eV): 3.2

XYZ file:
```
18
C4H10NO2S wB97M-V/def2-TZVPD
S -0.793 -2.320 2.442
H 1.832 3.490 0.667
C -0.293 -0.795 1.621
H 0.103 -0.006 2.267
H -1.299 -1.650 -1.377
H -1.741 -0.331 -2.476
O -0.338 1.456 -1.629
H 0.467 -2.017 0.024
H 1.594 0.627 -0.518
N 0.924 -0.118 -0.638
O 1.374 2.627 0.683
H -1.211 -0.631 1.057
C 0.766 -1.087 0.531
H 0.741 2.583 -0.049
H -2.255 -0.304 -0.786
C -1.443 -0.581 -1.456
H 1.792 -1.225 0.882
C -0.221 0.282 -1.244
```


Molecular formula: C54H80O42
Method: DFT, wB97M-V/def2-TZVPD

Summary:
Gap between HOMO and LUMO (hartree): 0.37206
E (Eh): -5265.57325
LUMO energy (eV): 0.0

XYZ file:
```
176
C54H80O42 wB97M-V/def2-TZVPD
C -4.557 -3.248 -1.662
O 1.408 -0.251 -2.387
C -2.425 -1.184 6.962
H 1.229 4.187 3.945
H -2.022 0.390 -0.946
C 2.967 4.137 -1.113
C 0.652 -0.035 -1.375
C 1.569 -2.320 1.618
H -9.399 -1.517 3.614
H -2.422 -1.880 6.123
H 2.622 -2.167 1.854
O -5.053 -4.452 -1.180
H -3.805 -0.383 -4.249
C 2.519 2.632 -6.458
C 5.970 -0.290 1.643
C 3.551 -0.217 5.845
C 4.810 -1.590 -0.151
H -2.051 -2.823 -6.190
H -9.661 -0.472 2.322
H -6.435 -3.182 2.488
H -1.641 -0.712 1.866
H -1.443 -0.387 4.292
C -0.313 -1.482 7.724
H 3.158 1.994 -0.424
O 3.465 -1.460 6.170
C 3.133 2.578 -1.344
O 0.733 5.511 5.832
H -1.795 -1.289 -5.321
C -1.327 0.083 -0.165
H -7.003 3.023 -2.532
C -3.866 -1.603 -5.830
H 7.600 1.696 -5.148
C -3.564 0.082 -7.133
H 5.071 -2.099 -1.079
H 0.951 4.846 -1.076
O 1.363 2.024 -6.752
H -7.255 -0.886 1.545
C -0.746 3.148 -6.741
C 5.649 -0.378 0.174
H -1.231 2.234 -6.396
H 4.686 -2.177 0.759
C -7.276 -2.685 2.972
H 1.424 -2.520 0.556
H -3.311 -0.739 7.416
O -0.317 -0.319 7.025
H 3.745 -2.843 -3.053
C -0.246 1.067 0.278
O -6.637 1.587 4.295
H 0.894 4.924 -7.358
O -1.667 -1.825 7.881
C -2.485 -2.116 -5.483
H -8.407 1.626 -0.830
O 2.288 5.465 0.530
H -1.312 -6.047 -1.247
H 1.329 3.610 0.018
H 1.574 4.107 -8.846
H 2.938 4.649 3.746
H 0.420 -2.108 4.290
C 2.144 4.464 4.469
O -3.143 0.709 -8.108
C -1.156 -4.187 2.924
O -0.324 -0.737 -0.827
H 2.098 -3.488 -1.727
H -2.226 1.133 4.794
H -7.065 0.757 -0.382
C 7.723 0.139 0.240
H -6.031 2.940 0.317
H 3.520 -3.242 -5.459
H 3.749 -1.438 -0.349
O 3.435 2.105 -5.844
H -0.559 2.111 0.300
O 4.471 -4.750 -3.373
C -1.555 -4.990 -1.352
O 2.586 3.895 -6.967
O -8.543 0.374 4.026
H -1.514 3.620 -7.353
H 2.994 -4.868 -5.162
O 5.515 0.276 -3.135
C 5.653 -0.450 -4.227
O -3.748 -1.154 -7.196
H -1.612 0.872 7.186
O -3.180 -3.398 -1.961
H -2.713 -5.104 -3.106
H -0.505 3.713 -5.840
O 8.704 0.718 -0.151
H 5.852 2.204 -5.073
H 2.283 2.262 -1.949
H 0.280 0.709 1.163
H -8.113 -3.367 2.820
H 1.704 7.955 4.916
C -7.582 -1.178 2.543
H 1.425 -4.329 2.382
H 0.375 2.192 -8.431
H -7.180 -2.635 4.057
O 4.291 5.927 1.346
C -1.444 0.413 5.033
O 3.990 4.481 -0.290
C 0.632 -3.130 3.977
C 1.748 4.522 -0.408
C 1.373 4.039 -7.777
O 0.739 1.018 -0.672
H 4.698 -2.615 7.515
C -2.136 -0.632 0.898
C -6.593 2.399 -1.738
O -4.592 3.312 -1.120
H 3.033 4.609 -2.093
O -5.481 1.795 -2.372
C -4.096 -5.537 -1.576
C -5.971 3.330 -0.699
H 5.187 0.536 -0.198
C 2.483 -4.323 -2.314
H -4.539 -6.239 -2.282
H 1.835 -3.542 -5.148
C 2.841 -3.836 -4.848
C -1.542 -0.025 6.571
H 4.814 0.044 8.617
O 5.329 -6.197 -1.821
C -4.423 -0.407 -5.147
H -1.538 -4.406 -0.432
C -7.229 0.595 3.826
H 1.500 -3.514 4.513
O 3.446 -4.921 -1.471
O 0.741 -1.998 8.262
H -3.123 -0.207 1.084
H -2.112 -1.620 0.438
C -0.306 6.217 5.398
O -2.173 -4.771 2.747
O 2.993 0.273 4.863
C 4.460 -5.369 -2.214
H 6.106 -0.286 7.409
O 6.836 -0.529 -0.450
O -1.379 6.294 5.860
H 2.672 6.085 5.861
C 0.884 -3.386 2.453
O -6.662 -0.411 3.304
O 5.373 -1.645 -4.188
O -4.133 0.554 -6.053
O -3.231 2.163 -2.312
H 5.977 2.329 -2.951
H 2.326 3.673 5.196
H 5.940 -1.205 2.235
C -7.474 1.259 -1.258
C 5.041 -0.356 7.628
H 5.277 0.386 2.144
H -5.495 -0.579 -5.240
O 0.110 6.924 4.320
H -6.546 4.250 -0.794
O -0.435 -3.671 1.935
C 3.415 -3.806 -3.441
H 1.075 -1.353 1.719
H 7.313 1.241 -2.704
C 0.563 2.819 -7.559
C -4.375 2.382 -1.985
H -0.887 -4.597 -2.119
O -0.505 -4.008 4.115
C -2.879 -4.750 -2.089
H 2.120 7.264 3.422
O -5.342 -2.275 -1.895
H -7.635 0.440 -1.960
H 1.683 -5.029 -2.536
O 7.285 0.189 1.629
C 3.598 5.350 0.578
H -0.467 0.863 4.855
C 4.247 -1.627 7.418
H 3.546 -1.777 8.238
C 1.596 7.031 4.349
C 6.606 1.483 -4.754
H -4.442 -2.512 -5.656
H -2.618 -2.709 -4.578
C 6.397 1.378 -3.280
H 4.030 2.313 -1.904
C -8.968 -0.631 3.147
O 4.308 0.433 6.760
C 1.941 5.785 5.111
H -3.579 -5.959 -0.714
O 6.143 0.239 -5.213
```


Molecular formula: C7H13ClN2
Method: DFT, wB97M-V/def2-TZVPD

Summary:
Gap between HOMO and LUMO (spin up / spin down) (hartree): 0.31396 / 0.29133
E (Eh): -843.99842
LUMO energy (spin up / spin down) (eV): 0.6 / 0.4

XYZ file:
```
23
C7H13ClN2 wB97M-V/def2-TZVPD
H 1.086 -0.859 1.179
H -0.485 -2.776 -0.559
C 1.276 -0.794 -0.980
C -1.022 -2.265 0.173
C -0.861 -0.826 0.284
C -1.785 0.091 0.133
N 0.637 0.996 0.579
H 1.844 -1.758 -0.840
H -0.310 0.971 2.552
C 0.633 1.248 1.975
H 0.505 2.387 2.171
H 2.131 -0.110 -1.190
C 0.089 1.855 -1.550
H 0.899 1.367 -1.992
H -0.840 1.429 -1.987
H 1.437 0.967 2.539
H 0.538 -0.774 -1.854
H -0.832 -2.874 0.969
Cl -3.387 0.118 -0.188
N -0.181 1.813 -0.094
C 0.623 -0.452 0.386
H -2.114 -2.650 -0.020
H 0.118 2.898 -1.687
```


Which of these has the highest E? C6H12N2O


Which of these has the highest E? C6H12N2O


Which formula does entry 4 have? C7H13ClN2


Which of these has the lowest E? C54H80O42